Entry from OMol25: a structure of composition C5H10NOS in a non-equilibrium geometry (ωB97M-V/def2-TZVPD).

Geometry as XYZ:
```
18
Properties=species:S:1:pos:R:3:forces:R:3:lowdin_charge:R:1
O -1.68942 -0.52794 1.04829 0.4 0.4 0.3 -0.2152
C -1.55722 -0.19586 -0.20682 -1.2 -0.6 0.2 -0.6777
N -0.17695 0.18052 -0.68709 -0.3 1.1 1.5 0.1574
C 0.85858 -0.14544 0.09313 2.0 -2.3 -1.4 -0.4022
C 2.20466 0.42621 -0.35277 0.1 1.3 0.3 -0.7461
S 3.74699 0.08990 0.50596 0.1 -0.3 0.3 0.1543
C 0.96329 -1.37913 0.92996 -1.1 0.2 0.5 -0.0515
C -2.41687 1.05060 -0.56645 0.9 -0.2 -0.3 -0.0621
H -1.81605 -1.07217 -0.85398 0.2 0.3 -0.6 0.1415
H 0.11824 0.83955 0.42414 -0.7 0.4 -0.5 0.2576
H 2.09958 1.51968 -0.39538 -0.3 -0.1 -0.1 0.0408
H 2.29960 0.14950 -1.38758 -0.1 -0.4 -0.6 0.0413
H 0.01767 -1.62732 1.40790 0.0 0.0 -0.1 0.0667
H 1.75736 -1.22876 1.62206 0.7 0.1 0.6 0.0144
H 1.29503 -2.19132 0.28153 0.0 0.1 -0.3 0.1046
H -3.33659 0.98271 -0.00362 -0.3 0.0 -0.2 0.0629
H -1.83573 1.89588 -0.22193 -0.1 0.4 0.4 0.0532
H -2.53216 1.23338 -1.63735 -0.3 -0.3 0.0 0.0601
```
Positions in Å, forces in eV/Å.

Output
Charge = -1
Strongest force on any atom = 0.0658 hartree/bohr
2S+1 = 1
LUMO level = 2.85 eV
HOMO level = -0.11289 hartree
Energy above the lowest of the compared OMol25 structures with the same formula, charge and spin = 111.81 kcal/mol
Calculated total energy = -724.57524 Ha
M = 132.21 g/mol
HOMO-LUMO gap = 5.92 eV